A structure of composition C29H30N4O5 at a distorted geometry. Source: OMol25; level of theory: wB97M-V/def2-TZVPD.

Geometry as XYZ:
```
68
Properties=species:S:1:pos:R:3:forces:R:3:mulliken_charge:R:1
C -4.480 -3.368 -0.192 -1.09 -2.15 -4.83 -1.51
H -4.376 -3.453 -1.367 -1.10 -0.01 1.43 0.24
H -5.150 -2.580 -0.004 -1.07 0.49 0.58 0.37
H -4.715 -4.378 0.108 -0.73 -0.05 0.45 0.38
C -3.143 -3.079 0.078 0.37 9.34 8.05 1.61
C -2.127 -3.972 -0.116 4.33 4.73 0.46 -2.61
H -2.054 -4.046 -1.083 0.86 -0.26 -6.19 0.76
H -2.344 -4.862 0.063 -1.48 -7.92 3.00 0.87
H -1.172 -3.576 0.174 0.46 -0.44 0.70 0.22
C -2.837 -1.548 -0.330 -2.02 1.34 -2.64 -0.77
N -1.627 -0.837 0.115 -0.56 -5.57 4.61 -0.06
C -0.956 -0.061 -0.711 5.03 -1.80 8.58 0.30
O -1.139 0.077 -1.824 -1.03 2.25 -7.45 -0.63
C 0.486 0.327 0.130 -1.24 -2.36 -2.56 -0.34
N 1.391 -0.877 -0.172 -10.37 -0.97 10.26 0.37
C 1.332 -1.962 0.916 7.68 1.29 -7.55 -0.24
O 0.575 -2.339 1.668 -6.24 -0.73 4.79 -0.59
C 2.588 -2.752 0.555 -1.26 9.63 -5.03 0.41
C 3.203 -3.770 0.956 -7.10 -5.26 9.22 0.19
C 4.266 -4.335 0.656 8.64 1.71 -9.25 -1.02
C 4.945 -3.730 -0.558 -1.95 -0.85 5.42 -0.85
C 4.395 -2.448 -0.862 9.03 -3.43 -6.52 -0.37
C 3.320 -1.919 -0.476 -7.10 -0.85 5.57 0.44
C 2.511 -0.746 -0.736 7.72 2.49 -7.29 0.37
C 3.237 0.677 -0.854 3.00 -10.29 1.37 -0.49
C 2.570 1.644 -0.389 -12.39 -1.61 -2.62 1.13
C 3.406 2.485 -0.056 4.35 15.79 3.61 -0.12
C 3.290 4.180 0.239 -8.71 -9.52 -0.90 -0.73
C 4.305 4.719 0.645 9.16 5.08 0.60 -0.37
C 5.692 4.141 0.550 0.09 7.11 1.38 -0.23
C 5.842 2.961 0.109 0.79 -7.28 -1.42 -0.75
C 4.663 2.074 -0.232 4.77 5.30 3.44 -0.09
N 4.601 0.818 -0.425 0.04 -6.89 -3.62 0.00
H 5.299 -0.016 -0.537 -1.49 2.73 0.17 0.30
H 6.782 2.340 0.121 -0.57 1.28 -0.29 0.26
H 6.563 4.996 0.729 -2.12 -2.88 -0.22 0.21
H 4.322 5.807 0.616 -0.15 0.14 1.20 0.31
H 2.271 4.488 0.580 0.75 0.24 -1.31 0.27
C 0.985 1.605 -0.467 3.05 -0.79 1.54 -1.40
H 0.582 1.738 -1.440 -0.06 0.15 -0.98 0.44
H 0.611 2.316 0.198 -0.65 1.76 0.71 0.59
H 2.114 -0.751 -1.725 1.01 -0.70 -2.49 0.45
H 4.955 -2.091 -1.782 -0.67 0.57 1.02 0.35
H 5.871 -4.282 -0.803 -0.59 1.17 -0.83 0.34
H 4.588 -5.239 0.874 1.29 -4.02 1.85 0.56
H 2.699 -4.443 1.784 0.07 1.61 -1.12 0.12
H 0.342 0.239 1.208 -0.30 0.80 -0.16 0.46
H -1.097 -1.489 1.041 -1.66 3.24 -3.46 0.42
H -2.867 -1.411 -1.517 0.11 -0.66 2.34 0.52
C -3.998 -0.416 0.300 4.78 -4.99 -11.99 -0.22
O -4.045 -0.358 1.406 -2.10 0.81 11.04 -0.50
N -4.431 0.416 -0.646 -0.45 -0.89 3.77 0.55
C -5.008 1.550 -0.118 -7.99 -6.90 12.18 -0.54
C -5.068 2.468 -1.017 0.07 13.32 -1.63 -0.03
H -4.073 3.022 -0.914 -0.90 -0.08 -0.49 0.27
C -5.108 1.810 -2.182 -2.52 -4.35 -12.34 -0.81
H -6.192 1.327 -2.680 2.29 1.39 2.40 0.25
H -4.844 2.262 -3.198 0.12 0.34 1.70 0.40
C -4.246 0.610 -2.009 3.40 -4.55 -2.27 -0.08
H -3.075 0.692 -1.967 -2.12 0.53 -1.97 0.14
H -4.535 -0.466 -2.634 0.67 3.37 1.43 0.15
H -5.910 3.249 -0.964 1.34 -1.02 0.43 0.32
H -6.174 1.194 0.154 1.64 0.64 -0.90 0.16
C -4.664 1.908 1.376 15.13 1.25 -10.58 0.09
O -3.351 2.203 1.369 -5.08 -0.37 0.92 -0.68
O -5.331 1.927 2.323 -7.84 -0.08 7.88 -0.32
H -4.897 2.139 3.160 0.57 0.08 -0.10 0.46
H -3.149 -2.700 1.447 0.08 -1.44 -3.11 0.32
```
Forces are in eV/Å.

The calculation puts the strongest force on any atom at 18.507 eV/A. The energy above the lowest of the compared OMol25 structures with the same formula, charge and spin is 2482.7 kJ/mol. The electronic energy is -1717.5139 a.u. As for the HOMO energy: -0.29052 Eh. The orbital gap comes out at 8.07 eV. As for the LUMO energy: 0.006 hartree.

=====

A structure of composition C5H7NO at a distorted geometry. Source: OMol25; level of theory: wB97M-V/def2-TZVPD.

Geometry as XYZ:
```
14
Properties=species:S:1:pos:R:3:forces:R:3:mulliken_charge:R:1
O -0.837 -1.441 1.133 -0.06 -0.07 0.20 -0.55
C -0.535 -0.069 1.014 0.10 0.36 0.10 0.26
C 0.903 0.323 0.776 0.19 -0.83 -0.22 -0.26
C 1.022 0.400 -0.731 0.32 -2.23 -1.62 -0.27
C -0.273 -0.323 -1.421 2.22 1.11 0.60 -0.75
C -0.861 0.501 -0.353 0.10 1.95 1.02 -0.24
N 0.681 1.585 0.048 -2.75 -1.18 -1.13 -0.68
H -0.435 -1.747 1.956 -0.15 -0.05 -0.15 0.32
H -1.044 0.532 1.776 0.29 -0.10 0.14 0.35
H 1.731 0.107 1.456 -0.04 0.39 -0.28 0.40
H 1.891 0.306 -1.353 1.04 0.20 0.46 0.48
H -0.156 -1.403 -1.261 -0.55 0.43 0.06 0.25
H -0.553 -0.066 -2.456 0.42 0.13 0.61 0.30
H -1.537 1.294 -0.583 -1.12 -0.11 0.24 0.38
```
Forces are in eV/Å.

The calculation puts the strongest force on any atom at 3.202 eV/A. The energy above the lowest of the compared OMol25 structures with the same formula, charge and spin is 497.2 kJ/mol. The electronic energy is -324.5351 a.u. As for the HOMO energy: -0.30900 Eh. The orbital gap comes out at 9.12 eV. As for the LUMO energy: 0.026 hartree.

=====

The ion C2H2NO2S with charge -1 at a distorted geometry. Source: OMol25; level of theory: wB97M-V/def2-TZVPD.

Geometry as XYZ:
```
8
Properties=species:S:1:pos:R:3:forces:R:3:mulliken_charge:R:1
O -0.815 2.481 0.080 0.21 -0.58 -0.06 -0.51
N -0.082 1.482 -0.061 -0.38 0.40 -0.10 -0.06
C -0.698 0.271 -0.095 -2.86 0.63 0.44 -0.09
C 0.014 -0.900 -0.090 1.09 1.16 0.88 -0.01
O 1.256 -1.188 0.011 -2.03 -1.91 -0.31 -0.31
S 2.762 -0.576 0.010 2.13 1.57 -0.09 -0.55
H -1.916 0.207 0.069 3.13 0.21 -0.58 0.21
H -0.522 -1.778 0.075 -1.30 -1.49 -0.18 0.33
```
Forces are in eV/Å.

The calculation puts the strongest force on any atom at 3.186 eV/A. The energy above the lowest of the compared OMol25 structures with the same formula, charge and spin is 471.3 kJ/mol. The total charge is -1. The electronic energy is -680.7277 a.u. As for the HOMO energy (spin up / spin down): -0.11274 / -0.11275 Eh. Its SMILES is O=N/C=C\O[S-]. The orbital gap (spin up / spin down) comes out at 7.01 / 7.01 eV. As for the LUMO energy (spin up / spin down): 0.145 / 0.145 hartree.

=====

A structure of composition C3H8N3O at a distorted geometry. Source: OMol25; level of theory: wB97M-V/def2-TZVPD.

Geometry as XYZ:
```
15
Properties=species:S:1:pos:R:3:forces:R:3:mulliken_charge:R:1
C -1.744 -0.341 -0.317 -1.59 -5.71 -3.58 -0.16
C 1.440 -0.457 0.177 -2.83 -1.25 -0.22 0.84
C 2.810 -0.082 0.030 4.47 -0.15 0.28 -0.96
N -3.010 -0.530 0.164 0.44 0.63 0.31 -0.43
N 0.213 0.890 -0.377 -0.58 0.62 2.02 -0.50
N -1.014 0.665 0.134 2.20 5.41 2.46 0.00
O 0.783 -1.386 0.426 1.51 0.93 0.14 -0.28
H -1.242 -0.939 -1.077 -0.66 -0.08 0.28 0.43
H 3.096 0.938 -0.290 -0.91 -0.44 0.09 0.34
H 3.437 -0.230 1.023 -1.69 0.04 -1.67 0.33
H 3.358 -0.785 -0.717 -1.25 0.88 1.12 0.30
H -3.628 -1.296 -0.092 0.69 0.24 -0.15 0.26
H -3.466 0.355 0.246 -1.10 0.34 0.32 0.21
H 0.549 1.815 -0.013 -0.44 -0.86 -0.51 0.31
H -1.582 1.382 0.683 1.73 -0.62 -0.89 0.32
```
Forces are in eV/Å.

The calculation puts the strongest force on any atom at 6.923 eV/A. The energy above the lowest of the compared OMol25 structures with the same formula, charge and spin is 157.7 kJ/mol. The total charge is +1. The electronic energy is -358.1706 a.u. As for the HOMO energy (spin up / spin down): -0.35681 / -0.54826 Eh. Its spin multiplicity is 3. The orbital gap (spin up / spin down) comes out at 5.89 / 8.16 eV. As for the LUMO energy (spin up / spin down): -0.140 / -0.248 hartree.

=====

A cluster of 2 separate species, CH8N2S2 in total at a distorted geometry. Source: OMol25; level of theory: wB97M-V/def2-TZVPD.

Geometry as XYZ:
```
13
Properties=species:S:1:pos:R:3:forces:R:3:mulliken_charge:R:1
N 0.512 0.134 -1.256 -0.24 1.83 -2.01 -0.43
C 1.385 0.351 -0.168 3.08 2.39 0.07 -0.26
N 1.006 0.089 1.167 -1.38 -1.69 1.75 -0.57
H 0.470 -0.796 -1.572 0.02 -1.34 -0.36 0.19
H 0.769 0.740 -2.102 -0.51 -1.25 1.94 0.21
H 1.482 1.441 -0.063 0.63 0.00 -1.00 0.28
H 2.429 -0.052 -0.327 -0.85 0.10 -0.04 0.25
H 0.227 -0.527 1.322 0.19 -0.55 0.11 0.24
H 0.951 0.838 1.841 0.02 0.21 -0.54 0.24
S -2.335 -1.597 0.502 0.89 1.02 -0.41 -0.18
S -2.285 0.486 -0.104 1.02 -1.22 1.17 -0.14
H -3.605 -1.501 0.331 -1.73 -0.56 0.03 0.13
H -1.007 0.394 0.428 -1.14 1.06 -0.72 0.03
```
Forces are in eV/Å.

The calculation puts the strongest force on any atom at 3.897 eV/A. The energy above the lowest of the compared OMol25 structures with the same formula, charge and spin is 151.7 kJ/mol. The electronic energy is -948.7117 a.u. As for the HOMO energy: -0.29897 Eh. Its SMILES is NCN.SS. The orbital gap comes out at 8.28 eV. As for the LUMO energy: 0.005 hartree.

=====

The molecule C4H6O2 at a distorted geometry. Source: OMol25; level of theory: wB97M-V/def2-TZVPD.

Geometry as XYZ:
```
12
Properties=species:S:1:pos:R:3:forces:R:3:mulliken_charge:R:1
C 1.648 0.452 -0.114 -0.01 -0.25 0.06 -1.02
C 0.300 0.155 -0.662 0.11 0.51 0.01 0.50
O 0.104 -0.284 -1.769 0.50 -0.30 -0.06 -0.53
C -0.968 0.416 0.136 0.03 -1.18 0.85 -0.45
C -1.479 -1.039 0.522 0.22 0.95 0.35 0.02
O -1.807 -1.313 1.653 0.10 0.37 -1.03 -0.46
H 1.690 1.351 0.508 -0.10 -0.17 -0.15 0.32
H 1.816 -0.418 0.528 0.48 0.08 0.16 0.27
H 2.359 0.477 -0.936 0.16 -0.03 0.17 0.34
H -1.326 1.017 -0.676 -1.94 -0.08 -0.21 0.33
H -1.019 1.020 1.048 0.69 -0.24 -0.12 0.31
H -1.320 -1.833 -0.239 -0.26 0.33 -0.02 0.38
```
Forces are in eV/Å.

The calculation puts the strongest force on any atom at 1.954 eV/A. The energy above the lowest of the compared OMol25 structures with the same formula, charge and spin is 136.9 kJ/mol. The electronic energy is -306.4542 a.u. As for the HOMO energy: -0.36573 Eh. Its SMILES is CC(=O)CC=O. The orbital gap comes out at 10.63 eV. As for the LUMO energy: 0.025 hartree.